# 1
# C3H7NO

A cluster of 2 separate species, C3H7NO in total (wB97M-V/def2-TZVPD, OMol25).

Last column: natural (NBO) charge in e.
Positions of all 12 atoms, in Å:
C -0.08735 1.94916 2.68755  -0.41
C -0.11454 1.81030 1.34599  -0.39
H 0.63800 2.73727 3.05159  0.18
H -0.56072 1.36384 3.47198  0.21
H 0.48759 2.36119 0.54770  0.20
H -0.86486 1.09618 0.87541  0.21
C 0.22722 -1.59827 -1.37095  0.54
N 0.01083 -2.21633 -2.62081  -0.91
O -0.63245 -1.13508 -0.67208  -0.56
H 1.24430 -1.50065 -1.10155  0.11
H -0.87048 -2.80830 -2.68592  0.40
H 0.52247 -2.05932 -3.52891  0.41

The orbital gap is 10.712 eV. The value obtained for the HOMO energy is -9.74 eV. The total energy is -6760.4534 eV.

# 2
# C20H55N5O5

A cluster of 5 separate species, C20H55N5O5 in total (wB97M-V/def2-TZVPD, OMol25).

Last column: Löwdin charge in e.
Positions of all 85 atoms, in Å:
C 5.39406 -2.48169 -1.71000  -0.05
C 5.69235 -4.02834 -1.54295  -0.37
C 4.29628 -4.77244 -1.30303  -0.22
O 3.97620 -4.49705 0.02270  -0.21
C 2.62678 -4.91893 0.37770  -0.07
N 6.47286 -4.49589 -2.68872  0.01
H 4.76691 -2.07040 -0.91903  0.05
H 4.85275 -2.35199 -2.64715  0.07
H 6.28804 -1.86647 -1.81194  0.07
H 6.34358 -4.32730 -0.72159  0.13
H 4.33584 -5.86092 -1.34493  0.12
H 3.56962 -4.42315 -2.03656  0.12
H 2.57075 -4.59287 1.41628  0.08
H 2.41075 -5.96936 0.18271  0.09
H 1.89518 -4.27787 -0.11414  0.07
H 5.88128 -4.53978 -3.50616  0.06
H 7.16967 -3.81208 -2.94748  0.06
C -1.37406 -1.16823 4.25810  -0.08
C -0.37247 -0.28749 4.94201  -0.42
C -0.44049 1.20556 4.62539  -0.22
O 0.79219 1.77848 4.86317  -0.16
C 0.73830 3.10177 4.53038  -0.16
N -0.24106 -0.59667 6.38615  0.04
H -1.21549 -2.22734 4.46120  0.07
H -1.51725 -1.05540 3.18345  0.07
H -2.36263 -1.12898 4.71559  0.07
H 0.59506 -0.57511 4.53059  0.13
H -1.17109 1.73353 5.23824  0.14
H -0.58869 1.20019 3.54553  0.12
H 0.42365 3.22677 3.49430  0.07
H 1.77687 3.40812 4.40539  0.09
H 0.26939 3.86482 5.15165  0.10
H 0.16673 0.16198 6.91366  0.06
H 0.38897 -1.33557 6.66400  0.07
C 0.56384 0.62793 -3.46046  -0.06
C -0.37542 0.90457 -4.62713  -0.46
C -0.23205 0.00166 -5.78573  -0.20
O 1.00153 0.21345 -6.55833  -0.19
C 1.10736 -0.61825 -7.69952  -0.12
N -1.77617 1.05782 -4.20093  0.05
H 0.33520 -0.09760 -2.67981  0.07
H 0.54780 1.58306 -2.93552  0.06
H 1.57654 0.54429 -3.85486  0.08
H -0.11483 1.88961 -5.01428  0.14
H -1.01808 0.32378 -6.46874  0.11
H -0.40314 -1.04640 -5.53995  0.13
H 1.23040 -1.64690 -7.36063  0.08
H 1.87033 -0.30177 -8.41073  0.09
H 0.14207 -0.59581 -8.20531  0.08
H -2.27758 1.12680 -5.07496  0.06
H -2.03890 0.19360 -3.74905  0.07
C -0.25587 1.63081 -0.01339  -0.05
C 1.20194 1.92777 0.46098  -0.41
C 2.11389 0.71089 0.28056  -0.16
O 1.57068 -0.26448 1.17804  -0.18
C 1.93156 -1.49977 0.80792  -0.17
N 1.55005 3.01935 -0.42867  0.03
H -0.84551 2.52947 -0.19464  0.07
H -0.79295 1.09592 0.76989  0.06
H -0.37904 1.05103 -0.92815  0.06
H 1.28440 2.29842 1.48271  0.12
H 3.11981 0.99138 0.59289  0.13
H 1.94174 0.46398 -0.76706  0.11
H 1.29348 -1.68052 -0.05711  0.09
H 1.59878 -2.23225 1.54333  0.09
H 2.99100 -1.67669 0.62252  0.08
H 0.78751 3.64194 -0.20283  0.06
H 2.35043 3.55107 -0.11759  0.07
C -4.01654 2.33995 0.63867  -0.05
C -5.07335 2.65537 1.75024  -0.42
C -6.05009 1.49413 2.07479  -0.14
O -7.01498 1.23987 0.99108  -0.20
C -8.04953 2.09899 0.87441  -0.17
N -4.34395 3.00310 2.96569  0.02
H -3.43041 1.45420 0.88362  0.07
H -3.27860 3.14140 0.67390  0.06
H -4.49979 2.32288 -0.33820  0.08
H -5.74689 3.49182 1.56370  0.13
H -6.62763 1.49680 2.99921  0.12
H -5.36476 0.65008 2.15212  0.11
H -8.40841 2.27309 1.88880  0.08
H -8.72212 1.50073 0.25974  0.10
H -7.90137 3.10981 0.49441  0.08
H -3.78404 2.21896 3.26856  0.06
H -3.69935 3.77063 2.84124  0.07

The orbital gap is 9.614 eV. The value obtained for the HOMO energy is -9.03 eV. The total energy is -39314.1907 eV.

# 3
# C6H6O4

The molecule C6H6O4 (wB97M-V/def2-TZVPD, OMol25).

Last column: natural (NBO) charge in e.
Positions of all 16 atoms, in Å:
C -1.10257 0.95312 0.36445  -0.16
C -0.97185 -0.46535 0.61003  -0.38
C -0.12801 1.70924 -0.14051  -0.23
C 0.16193 -1.12559 0.37808  0.35
C 1.24998 1.18563 -0.37634  0.01
C 1.49368 -0.29662 -0.13568  0.44
O 2.13496 1.44092 0.74594  -0.25
O 2.31727 0.04562 0.98601  -0.26
O 0.40446 -2.44485 0.48896  -0.67
O 2.14839 -0.96415 -1.12762  -0.68
H -2.07362 1.38484 0.57029  0.22
H -1.85027 -0.99755 0.95467  0.21
H -0.26618 2.75746 -0.35265  0.21
H 1.69329 1.56502 -1.30387  0.21
H -0.37984 -2.90402 0.81607  0.49
H 2.37631 -1.84916 -0.81213  0.49

The orbital gap is 9.004 eV. The value obtained for the HOMO energy is -8.51 eV. The total energy is -14504.5511 eV.

# 4
# C4H8Cl4

A cluster of 2 separate species, C4H8Cl4 in total (wB97M-V/def2-TZVPD, OMol25).

Last column: natural (NBO) charge in e.
Positions of all 16 atoms, in Å:
Cl 3.90174 -1.51405 -0.77984  -0.06
C 2.32822 -0.73291 -1.06446  -0.39
C 1.18966 -1.64012 -0.56508  -0.38
Cl 1.15711 -1.67735 1.21679  -0.07
H 2.21897 -0.56673 -2.12995  0.22
H 2.23164 0.17277 -0.47059  0.23
H 1.34001 -2.65896 -0.91369  0.23
H 0.22385 -1.27393 -0.90736  0.22
Cl -2.90379 1.08722 -1.12373  -0.07
C -2.58479 1.40332 0.61430  -0.38
C -1.18445 0.94437 1.00099  -0.37
Cl 0.03841 2.08987 0.32245  -0.09
H -3.37393 0.85983 1.12215  0.23
H -2.59776 2.46301 0.85515  0.23
H -0.82324 -0.03859 0.73904  0.23
H -1.16164 1.08226 2.08384  0.22

The orbital gap is 11.527 eV. The value obtained for the HOMO energy is -10.81 eV. The total energy is -54367.7610 eV.

The evaluated energy above the lowest of the compared OMol25 structures with the same formula, charge and spin for the records listed, in turn: 221.6, 329.0, 474.1, 20.9 kJ/mol.